(1)
{
  "formula": "C12H12OS",
  "method": "ωB97M-V/def2-TZVPD",
  "elements": ["C", "C", "C", "C", "C", "C", "C", "C", "C", "C", "C", "C", "O", "S", "H", "H", "H", "H", "H", "H", "H", "H", "H", "H", "H", "H"],
  "coordinates": [[0.525885, 1.644768, 1.774621], [1.619257, 1.782911, 0.829312], [-2.315640, -0.501070, -0.787018], [-1.707220, 0.469386, -1.775493], [-0.356405, 0.639483, 1.745963], [1.607552, 1.009271, -0.255557], [-1.692275, -0.822899, 0.364418], [-0.381863, 0.703623, -1.675411], [0.607419, -1.506671, 1.210586], [1.226633, -1.169162, -1.319557], [-0.276066, -0.407910, 0.631895], [0.463216, 0.125675, -0.586677], [3.120197, -1.342559, 0.453524], [1.980796, -2.091039, 0.049956], [0.703239, 2.321643, 2.557412], [2.206133, 2.607098, 1.131970], [-3.290445, -0.797086, -0.902575], [-2.101762, 0.592712, -2.764934], [-1.108407, 0.307164, 2.516305], [2.250823, 1.107793, -1.156819], [-2.246984, -1.174001, 1.186439], [0.180531, 1.008228, -2.496468], [1.042239, -1.383007, 2.118320], [-0.137251, -2.362106, 1.320397], [0.616001, -1.849900, -1.856132], [2.136770, -1.047586, -1.965597]],
  "atomic_forces_ev_per_a": [[-0.13, -1.28, 0.17], [-1.53, -0.89, -0.67], [2.31, 1.97, 0.68], [1.68, -2.24, 0.52], [-0.38, -0.36, 0.26], [0.78, 1.60, -1.10], [0.58, 0.90, -2.26], [-1.50, -1.10, 1.15], [-2.57, -3.53, -3.02], [0.66, 0.44, 1.21], [0.55, 1.46, 0.60], [0.95, -1.75, -1.54], [3.49, 1.72, 0.93], [-4.06, -1.14, -0.10], [-0.85, 0.68, 1.40], [1.43, 0.40, -0.59], [-2.32, -0.49, -0.39], [-0.80, 0.39, -0.05], [0.93, 1.12, -0.56], [0.07, 0.25, 1.16], [-0.52, -1.07, 0.80], [0.66, 1.22, -1.34], [1.44, 0.85, 2.64], [1.26, 0.44, 0.06], [-1.20, -0.48, -0.39], [-0.93, 0.87, 0.45]],
  "e_lumo_ev": 0.45
}

=====

(2)
{
  "formula": "C5H13N2O2S",
  "method": "ωB97M-V/def2-TZVPD",
  "elements": ["C", "C", "C", "C", "C", "N", "N", "O", "O", "S", "H", "H", "H", "H", "H", "H", "H", "H", "H", "H", "H", "H", "H"],
  "coordinates": [[0.742683, 1.414278, 0.700949], [0.386271, 2.851696, 0.108747], [0.789242, 1.943875, -2.123242], [0.570392, 0.599825, -1.612893], [-0.365274, -4.262762, 1.424691], [0.450485, 0.409146, -0.341200], [0.983126, 3.009639, -1.165180], [-2.386789, -2.570743, 0.967938], [-0.272517, -1.524878, 1.539613], [-1.154487, -2.588791, 2.066769], [1.793914, 1.577487, 1.046963], [0.382509, 0.993808, 1.592273], [-0.612137, 3.054644, -0.031152], [0.736685, 3.601230, 0.832545], [1.457198, 1.969500, -2.935372], [-0.209687, 2.045886, -2.492203], [0.553802, -0.280569, -2.363615], [-0.195344, -4.109920, 0.359696], [-0.995198, -5.150100, 1.520875], [0.438083, -4.600407, 2.135804], [0.099912, -0.545296, 0.072278], [1.965321, 3.304853, -1.229192], [-3.161505, -2.832043, 1.298611]],
  "atomic_forces_ev_per_a": [[0.81, 1.95, -1.09], [1.79, -1.11, 1.91], [-0.76, 0.52, 1.53], [1.07, -1.93, 0.53], [-0.37, 0.41, 1.57], [0.11, -2.21, 0.25], [2.21, 0.08, -1.60], [5.46, 1.63, -1.94], [0.01, -0.28, 0.07], [0.31, -1.80, -1.42], [-0.15, -0.90, -1.34], [-1.64, 0.06, 1.15], [-2.67, -0.11, 0.09], [0.09, -0.17, -0.44], [0.81, 0.18, -0.99], [-1.17, 0.44, -1.21], [-0.64, 1.47, 1.51], [0.65, 0.14, 0.27], [-0.94, 0.56, -0.01], [-0.01, 1.14, -1.14], [0.84, 1.63, -0.71], [-0.75, -0.04, 0.65], [-5.05, -1.67, 2.37]],
  "e_lumo_ev": -3.62,
  "total_charge": 1
}

=====

Result set for molecular weight: 204.3 165.2 g mol⁻¹, one per record in the order listed.
Result set for gap between HOMO and LUMO: 8.81 9.33 eV, one per record in the order listed.
Result set for HOMO energy: -8.36 -12.96 eV, one per record in the order listed.